# 1
The following is a DFT calculation (ωB97M-V/def2-TZVPD) of an isolated ion of composition C3H4NO3 and charge -1.

Cartesian coordinates (Å):
O1 0.589 0.353 2.828
C1 1.026 0.725 1.749
N1 0.601 0.444 0.519
C2 -0.503 -0.410 0.135
C3 -0.628 -0.417 -1.482
O2 -1.686 -0.872 -1.940
O3 0.362 0.060 -2.099
H1 1.919 1.378 1.766
H2 1.098 0.822 -0.268
H3 -0.280 -1.410 0.492
H4 -1.468 -0.007 0.442

Its charge is -1. The value obtained for the HOMO energy is -4.71 eV. The calculated total energy comes out at -397.2853 Ha. Its orbital gap is 8.6 eV. Its spin multiplicity is 1. As for the SMILES: O=CNCC(=O)[O-].

# 2
The following is a DFT calculation (ωB97M-V/def2-TZVPD) of one molecule with the formula C3H4NP.

Cartesian coordinates (Å):
C1 -1.124 -1.410 -0.015
N1 0.126 -1.314 -0.016
C2 0.588 0.005 0.018
C3 -0.825 1.056 -0.012
P1 -2.168 0.120 0.022
H1 -1.442 -2.476 -0.087
H2 1.228 0.127 -0.806
H3 1.322 0.097 0.778
H4 -0.702 2.040 -0.231

Its charge is 0. The value obtained for the HOMO energy is -9.76 eV. The calculated total energy comes out at -512.7352 Ha. Its orbital gap is 9.8 eV. Its spin multiplicity is 1. As for the SMILES: C1=NCC=P1.

# 3
The following is a DFT calculation (ωB97M-V/def2-TZVPD) of a 2-piece molecular cluster, C3H4NPS overall.

Cartesian coordinates (Å):
C1 0.213 0.807 -0.858
C2 -0.284 -0.130 -0.042
C3 0.394 -1.387 0.227
S1 1.922 -1.910 0.099
H1 1.265 0.878 -1.222
H2 -0.492 1.753 -0.967
H3 -1.235 0.167 0.513
H4 -0.163 -2.251 0.605
N1 3.223 1.418 -0.521
P1 3.790 0.532 0.504

Its charge is 0. The value obtained for the HOMO energy is -8.74 eV. The calculated total energy comes out at -910.8964 Ha. Its orbital gap is 7.8 eV. Its spin multiplicity is 1. As for the SMILES: C=CC=S.N#P.